No. 1
Computed, not measured: an isolated molecule of C4H6N4O at a distorted geometry, with the ωB97M-V functional and the def2-TZVPD basis.

Computed properties:
energy above the lowest of the compared OMol25 structures with the same formula, charge and spin: 59.8 kcal/mol
E_LUMO: 0.425 eV
largest force on an atom: 5.1 eV/Å
frontier orbital gap: 10.7686 eV
SMILES: N#C[C@H](O)C(N)(N)C#N
E_HOMO: -10.34 eV

Positions of all 15 atoms, in Å:
O: -0.53328 1.11883 -1.63168
N: 0.79181 0.17749 1.58168
N: -1.15079 -2.54745 0.13183
N: -2.99127 0.08519 0.31510
N: 1.40991 -0.33048 -0.71294
C: -0.66458 0.89284 -0.20240
C: -0.61263 -1.55286 0.26087
C: -1.97527 0.52861 0.13235
C: 0.41747 -0.12800 0.23440
H: 1.28983 -0.58190 2.08743
H: -0.52523 0.16014 -1.92389
H: -0.36139 1.92484 0.08820
H: 1.32985 0.00539 -1.69325
H: 1.31778 1.07265 1.75176
H: 2.25777 -0.82529 -0.41945

Here is what Löwdin gives for the atomic charges, in e:
1. O -0.040
2. N 0.074
3. N 0.118
4. N 0.227
5. N 0.090
6. C -0.327
7. C -0.152
8. C -0.211
9. C -0.523
10. H 0.104
11. H 0.115
12. H 0.171
13. H 0.117
14. H 0.121
15. H 0.117

=====

No. 2
Computed, not measured: an isolated molecule of C4H6N4O3S at a distorted geometry, with the ωB97M-V functional and the def2-TZVPD basis.

Computed properties:
energy above the lowest of the compared OMol25 structures with the same formula, charge and spin: 226.3 kcal/mol
E_LUMO: 0.608 eV
largest force on an atom: 4.3 eV/Å
frontier orbital gap: 8.8475 eV
E_HOMO: -8.24 eV

Positions of all 18 atoms, in Å:
S: 0.34003 0.40055 1.96546
O: 1.75542 1.31730 -0.85709
O: -0.16549 1.74849 2.26603
O: -2.04398 -1.61939 0.69331
N: -0.37583 -0.03107 0.37799
N: 1.96930 0.77787 1.41507
N: 1.78623 1.81431 0.48263
N: -0.56286 -1.43886 0.42666
C: 2.33052 -0.39761 0.52545
C: -1.67690 0.51817 0.24260
C: 2.09540 0.02012 -0.71873
C: -2.64847 -0.38448 0.26950
H: 0.89805 2.26789 0.73746
H: 2.12619 -0.64725 -1.60661
H: -1.76522 1.52409 -0.26404
H: -0.36131 -1.71096 -0.60849
H: -3.66401 -0.36317 0.51631
H: 2.51548 -1.40619 1.09030

Here is what Löwdin gives for the atomic charges, in e:
1. S 1.000
2. O -0.053
3. O -0.473
4. O -0.106
5. N -0.311
6. N -0.243
7. N -0.045
8. N -0.020
9. C -0.122
10. C -0.154
11. C -0.196
12. C -0.056
13. H 0.085
14. H 0.139
15. H 0.142
16. H 0.158
17. H 0.106
18. H 0.150

=====

No. 3
Computed, not measured: the ion C4H6N4S with charge +2 at a distorted geometry, with the ωB97M-V functional and the def2-TZVPD basis.

Computed properties:
energy above the lowest of the compared OMol25 structures with the same formula, charge and spin: 27.9 kcal/mol
E_LUMO (alpha / beta): -9.309 / -9.310 eV
largest force on an atom: 6.6 eV/Å
total charge: +2
frontier orbital gap (alpha / beta): 7.6386 / 7.6388 eV
SMILES: C#[N+]/C=C1/SC=NN1[NH3+]
E_HOMO (alpha / beta): -16.95 / -16.95 eV

Positions of all 15 atoms, in Å:
S: -2.29791 -1.13515 -0.06855
N: 1.72063 -1.36547 0.09261
N: -1.72166 1.35945 0.25264
N: -0.55345 0.70199 0.06459
N: 0.52296 1.55677 -0.31006
C: 0.47881 -1.55253 -0.09296
C: -0.60556 -0.66880 -0.12513
C: -2.71385 0.50053 0.25027
C: 2.87877 -1.49475 0.20644
H: 0.67619 1.74900 -1.30827
H: 0.19427 -2.64070 -0.37574
H: 1.36843 1.20846 -0.01100
H: -3.77837 0.79038 0.38574
H: 3.74922 -1.56590 0.89010
H: 0.08152 2.55671 0.14932

Here is what Löwdin gives for the atomic charges, in e:
1. S 1.208
2. N 0.034
3. N 0.054
4. N -0.181
5. N 0.300
6. C -0.139
7. C -0.395
8. C -0.336
9. C 0.321
10. H 0.204
11. H 0.194
12. H 0.125
13. H 0.135
14. H 0.163
15. H 0.313

=====

No. 4
Computed, not measured: the ion C4H6N5O4 with charge -1 at a distorted geometry, with the ωB97M-V functional and the def2-TZVPD basis.

Computed properties:
energy above the lowest of the compared OMol25 structures with the same formula, charge and spin: 1.8 kcal/mol
E_LUMO: 3.537 eV
largest force on an atom: 3.3 eV/Å
total charge: -1
frontier orbital gap: 7.6982 eV
E_HOMO: -4.16 eV

Positions of all 19 atoms, in Å:
O: 3.03918 -1.30381 -1.01003
O: -1.79829 -1.58773 -0.79934
O: -1.66645 -2.63236 1.10538
O: 2.90618 -0.59756 1.10200
N: 0.99423 1.17275 0.49360
N: -0.77975 0.72050 -1.36988
N: -0.25612 1.80250 0.71040
N: -1.56069 -1.58740 0.44039
N: 0.46590 -0.01302 -1.34204
C: -1.16774 0.85930 0.03820
C: -1.07416 -0.36168 0.88115
C: 1.10510 0.06683 -0.22891
C: 2.53695 -0.76473 -0.04090
H: 0.57679 -0.81464 -2.00369
H: -2.29216 1.28265 -0.00650
H: -0.38844 2.76313 0.48658
H: 1.54917 1.23728 1.31617
H: -1.53113 0.02527 -1.69604
H: -0.65857 -0.26729 1.92345

Here is what Löwdin gives for the atomic charges, in e:
1. O 0.002
2. O -0.125
3. O -0.059
4. O -0.008
5. N 0.049
6. N 0.011
7. N 0.012
8. N -0.448
9. N 0.080
10. C -0.382
11. C -0.091
12. C -0.212
13. C -0.666
14. H 0.185
15. H 0.176
16. H 0.100
17. H 0.127
18. H 0.118
19. H 0.131

=====

No. 5
Computed, not measured: the ion C4H6NO with charge +1 at a distorted geometry, with the ωB97M-V functional and the def2-TZVPD basis.

Computed properties:
energy above the lowest of the compared OMol25 structures with the same formula, charge and spin: 103.9 kcal/mol
E_LUMO (alpha / beta): -5.305 / -5.304 eV
largest force on an atom: 5.2 eV/Å
total charge: +1
frontier orbital gap (alpha / beta): 7.1228 / 7.1244 eV
E_HOMO (alpha / beta): -12.43 / -12.43 eV

Positions of all 12 atoms, in Å:
O: -0.38877 -0.10182 0.41645
N: -1.84561 -1.56146 1.58193
C: -2.11717 -2.66870 1.80465
C: 1.30017 0.78555 -1.12223
C: -1.36784 -0.37899 1.45058
C: 0.26776 0.93583 -0.11466
H: -1.82839 0.55551 1.88596
H: 2.19253 0.89654 -0.49223
H: 1.10996 1.65568 -1.82778
H: -2.28240 -3.67018 2.26946
H: 0.99551 -0.16208 -1.51755
H: 0.26790 1.83065 0.45764

Here is what Löwdin gives for the atomic charges, in e:
1. O 0.039
2. N 0.034
3. C 0.247
4. C 0.009
5. C -0.109
6. C -0.037
7. H 0.161
8. H 0.130
9. H 0.144
10. H 0.142
11. H 0.099
12. H 0.141

=====

No. 6
Computed, not measured: a structure of composition C4H6NO at a distorted geometry, with the ωB97M-V functional and the def2-TZVPD basis.

Computed properties:
energy above the lowest of the compared OMol25 structures with the same formula, charge and spin: 143.6 kcal/mol
E_LUMO (alpha / beta): -5.315 / -5.578 eV
largest force on an atom: 2.3 eV/Å
total charge: +1
frontier orbital gap (alpha / beta): 8.5440 / 7.7567 eV
E_HOMO (alpha / beta): -13.86 / -13.33 eV

Positions of all 12 atoms, in Å:
O: 0.36785 1.41492 -1.42373
N: -0.34595 -0.07063 0.68752
C: 0.46107 0.86118 -0.23978
C: 1.20082 0.38725 -2.03698
C: 0.74864 0.54321 1.05426
C: -1.45942 -0.82388 1.07983
H: 2.24753 0.60171 -2.14527
H: 1.37695 0.66888 1.92037
H: -1.43661 -1.02567 2.15275
H: -2.37946 -0.29164 0.80865
H: 0.69597 -0.49296 -2.38585
H: -1.47740 -1.77238 0.52823

Here is what Löwdin gives for the atomic charges, in e:
1. O 0.028
2. N 0.050
3. C -0.126
4. C 0.165
5. C 0.177
6. C -0.001
7. H 0.098
8. H 0.160
9. H 0.116
10. H 0.121
11. H 0.096
12. H 0.117

=====

No. 7
Computed, not measured: a cluster of 2 separate species, C4H6NO in total at a distorted geometry, with the ωB97M-V functional and the def2-TZVPD basis.

Computed properties:
energy above the lowest of the compared OMol25 structures with the same formula, charge and spin: 198.2 kcal/mol
E_LUMO (alpha / beta): -7.413 / -5.215 eV
largest force on an atom: 4.2 eV/Å
total charge: +1
frontier orbital gap (alpha / beta): 7.8885 / 10.1676 eV
E_HOMO (alpha / beta): -15.30 / -15.38 eV

Positions of all 12 atoms, in Å:
O: -2.10799 0.12798 -0.86192
N: 0.30296 -0.25337 -0.18845
C: -2.09519 0.54283 0.52783
C: -1.26311 -0.46240 -0.01136
C: 1.43768 0.55414 -0.36642
C: -0.17802 -1.41703 -0.15616
H: 1.27894 0.80060 -1.36838
H: -2.95045 0.37065 1.06440
H: 2.25788 -0.00640 -0.17779
H: 0.19486 -3.50439 -1.02710
H: 1.36616 1.38306 0.37962
H: -1.65983 1.63159 0.54229

Here is what Löwdin gives for the atomic charges, in e:
1. O 0.118
2. N 0.037
3. C 0.041
4. C -0.292
5. C 0.048
6. C 0.167
7. H 0.110
8. H 0.102
9. H 0.083
10. H 0.260
11. H 0.144
12. H 0.181

=====

No. 8
Computed, not measured: the ion C4H6NO2S with charge -1, with the ωB97M-V functional and the def2-TZVPD basis.

Computed properties:
energy above the lowest of the compared OMol25 structures with the same formula, charge and spin: 12.1 kcal/mol
E_LUMO: 3.149 eV
largest force on an atom: 0.7 eV/Å
total charge: -1
frontier orbital gap: 5.6002 eV
SMILES: O=CNC(=O)CC[S-]
E_HOMO: -2.45 eV

Positions of all 14 atoms, in Å:
S: -1.94685 2.79269 -0.49831
O: 1.62120 -0.67959 2.04879
O: -0.67906 -1.66130 -0.99601
N: 1.35807 -1.08592 -0.19255
C: -0.52491 0.50385 0.10103
C: -0.04781 -0.82266 -0.40652
C: 2.06842 -0.71512 0.93052
C: -1.87334 0.95634 -0.45987
H: 0.18938 1.28382 -0.17189
H: 1.83261 -1.65684 -0.87509
H: -1.95885 0.55947 -1.47789
H: -0.44206 0.41717 1.18708
H: 3.10523 -0.47827 0.68549
H: -2.70203 0.58636 0.12523

Here is what Löwdin gives for the atomic charges, in e:
1. S 0.057
2. O 0.049
3. O 0.084
4. N 0.097
5. C -0.251
6. C -0.430
7. C -0.348
8. C -0.761
9. H 0.076
10. H 0.131
11. H 0.037
12. H 0.112
13. H 0.119
14. H 0.027

=====

No. 9
Computed, not measured: the ion C4H6NO3 with charge -1 at a distorted geometry, with the ωB97M-V functional and the def2-TZVPD basis.

Computed properties:
energy above the lowest of the compared OMol25 structures with the same formula, charge and spin: 10.6 kcal/mol
E_LUMO: 3.646 eV
largest force on an atom: 1.9 eV/Å
total charge: -1
frontier orbital gap: 8.0707 eV
SMILES: CCC(=O)NC(=O)[O-]
E_HOMO: -4.42 eV

Positions of all 14 atoms, in Å:
O: 2.64578 -0.09270 0.00020
O: -1.36650 -0.41395 1.27109
O: 1.40458 -1.50128 1.25350
N: 0.41979 0.19164 -0.06411
C: -1.82326 1.01893 -0.56795
C: -0.87380 0.20953 0.35234
C: -1.53866 0.85905 -2.09325
C: 1.57252 -0.59628 0.44225
H: 0.80106 0.87540 -0.69422
H: -2.82741 0.61990 -0.43213
H: -1.92490 -0.13594 -2.33134
H: -1.83594 2.03510 -0.12537
H: -2.18113 1.63326 -2.51883
H: -0.50408 0.80228 -2.39916

Here is what Löwdin gives for the atomic charges, in e:
1. O -0.108
2. O 0.036
3. O -0.019
4. N 0.130
5. C -0.172
6. C -0.512
7. C -0.105
8. C -0.744
9. H 0.109
10. H 0.094
11. H 0.070
12. H 0.107
13. H 0.060
14. H 0.053

=====

No. 10
Computed, not measured: a cluster of 2 separate species, C4H6NO3 in total at a distorted geometry, with the ωB97M-V functional and the def2-TZVPD basis.

Computed properties:
energy above the lowest of the compared OMol25 structures with the same formula, charge and spin: 140.5 kcal/mol
E_LUMO: 1.684 eV
largest force on an atom: 3.5 eV/Å
total charge: -1
frontier orbital gap: 5.9684 eV
E_HOMO: -4.28 eV

Positions of all 14 atoms, in Å:
O: -0.78415 -2.80503 -0.89065
O: -1.73836 -1.87578 0.89535
O: 2.10958 2.04624 -0.74246
N: -0.44956 1.94813 0.14311
C: 0.14844 0.76555 -0.03367
C: -1.70978 -2.19600 -0.31987
C: 0.96292 1.88172 -0.94256
C: 0.85129 0.06100 1.08712
H: -2.58536 -1.81920 -0.90674
H: 0.57080 2.38722 -1.83089
H: 0.23974 0.10040 1.98654
H: 1.83914 0.45252 1.34342
H: -0.42877 0.05272 -0.65600
H: 0.97407 -0.99948 0.86729

Here is what Löwdin gives for the atomic charges, in e:
1. O -0.147
2. O -0.158
3. O 0.121
4. N 0.122
5. C -0.433
6. C -0.710
7. C -0.285
8. C -0.066
9. H 0.084
10. H 0.121
11. H 0.080
12. H 0.069
13. H 0.131
14. H 0.072